(1)
Molecular formula: C19H16Cl2N
Method: DFT, ωB97M-V with the def2-TZVPD basis set

Results
total charge = +1
molar mass = 329.25 g mol⁻¹
LUMO = -4.89 eV
F_max = 2.92 eV/Å
ΔE to the lowest compared entry with this formula, charge and spin = 30.2 kcal per mole
HOMO energy = -11.96 eV
structure (SMILES) = Clc1ccc([C@@]2([C@H]3C=[NH+]c4ccc(Cl)cc43)C=CCC2)cc1

Each line ends with the Mulliken charge.
Positions of all 38 atoms, in Å:
1 Cl 4.093 0.003 2.149  -0.1882
2 C 2.386 0.037 2.376  0.2696
3 C 1.718 1.250 2.454  -0.9669
4 C 0.317 1.274 2.586  -0.2074
5 C -0.360 0.084 2.720  -0.2723
6 C -1.820 0.071 3.120  2.3344
7 C -1.871 -0.094 4.650  0.4893
8 C -1.317 -1.327 5.245  -0.7941
9 N -0.259 -1.075 6.000  0.2752
10 C -0.101 0.296 6.179  -0.2530
11 C 0.831 0.977 6.969  -0.8635
12 C 0.739 2.365 7.045  -0.6491
13 C -0.234 3.028 6.266  0.0211
14 Cl -0.362 4.755 6.339  -0.1689
15 C -1.168 2.326 5.458  -0.2175
16 C -1.089 0.934 5.453  0.1097
17 C -2.635 1.256 2.631  -1.0394
18 C -3.926 0.867 2.323  -0.6060
19 C -4.093 -0.636 2.383  -0.8238
20 C -2.651 -1.148 2.561  -0.7463
21 C 0.270 -1.125 2.534  -0.4822
22 C 1.673 -1.158 2.383  -0.9166
23 H 2.271 2.186 2.421  0.4184
24 H -0.181 2.243 2.702  0.3152
25 H -2.985 0.059 4.744  0.7727
26 H -1.601 -2.331 4.977  0.4228
27 H 0.324 -1.764 6.441  0.2878
28 H 1.581 0.436 7.545  0.4220
29 H 1.367 2.966 7.678  0.4761
30 H -1.891 2.849 4.832  0.6639
31 H -2.257 2.268 2.499  0.4424
32 H -4.813 1.563 2.199  0.3708
33 H -4.486 -0.994 1.409  0.3986
34 H -4.784 -0.983 3.162  0.3714
35 H -2.289 -1.528 1.634  0.5502
36 H -2.594 -1.954 3.321  0.0386
37 H -0.258 -2.095 2.626  0.3481
38 H 2.199 -2.114 2.291  0.3969

=====

(2)
Molecular formula: C29H37Br2GaN5O2S
Method: DFT, ωB97M-V with the def2-TZVPD basis set

Results
total charge = -1
molar mass = 749.25 g mol⁻¹
LUMO = 1.96 eV
F_max = 7.68 eV/Å
ΔE to the lowest compared entry with this formula, charge and spin = 127.0 kcal per mole
HOMO energy = -5.41 eV

Each line ends with the Mulliken charge.
Positions of all 77 atoms, in Å:
1 C 5.708 1.260 2.805  -0.9507
2 C 4.556 0.462 1.893  0.1986
3 O 4.427 -0.954 2.275  -0.4265
4 Ga 4.478 -1.883 0.575  0.2344
5 S 4.028 -4.140 0.807  -0.4846
6 C 2.948 -1.055 -0.550  0.0279
7 C 1.519 -1.854 -0.472  -0.3326
8 O 1.142 -2.544 -1.584  -0.7363
9 N 0.544 -1.867 0.682  0.2937
10 C -0.021 -0.499 0.995  -0.6281
11 C 1.081 -2.574 1.907  -0.6449
12 C 6.384 -1.600 -0.248  0.1220
13 Br 6.705 -0.849 -2.075  -0.2375
14 C 7.547 -2.024 0.626  0.0556
15 C 9.130 -1.936 0.174  -0.9042
16 Br 7.234 -2.802 2.486  -0.1734
17 H 6.704 0.640 2.863  0.1870
18 H 5.896 2.321 2.296  0.2948
19 H 5.205 1.419 3.862  0.2525
20 H 3.554 1.053 2.047  0.0176
21 H 4.833 0.545 0.753  0.1832
22 H 3.237 -4.477 -0.330  0.1000
23 H 3.306 -1.093 -1.682  0.2809
24 H 2.812 0.087 -0.272  0.0943
25 H 0.620 0.125 1.763  0.2682
26 H -1.084 -0.681 1.504  0.2832
27 H -0.237 0.097 -0.001  0.0596
28 H 1.161 -3.733 1.631  0.2192
29 H 2.102 -2.161 2.311  0.2079
30 H 0.329 -2.531 2.826  0.2838
31 H 9.687 -1.253 0.973  0.2295
32 H 9.308 -1.590 -0.929  0.2981
33 H 9.593 -3.031 0.270  0.2520
34 N -0.343 1.849 -3.635  -0.5326
35 C -1.069 1.629 -4.753  -0.3187
36 C -1.389 0.367 -5.228  -0.3893
37 C -0.935 -0.739 -4.517  -0.6421
38 C -0.183 -0.544 -3.363  0.0055
39 C 0.083 0.756 -2.965  -0.3760
40 H -1.397 2.523 -5.274  0.3442
41 H -1.978 0.249 -6.130  0.3727
42 H -1.165 -1.744 -4.859  0.5302
43 H 0.186 -1.385 -2.786  0.4899
44 H 0.663 0.960 -2.069  0.5748
45 N 0.812 3.173 2.936  -0.4286
46 C 0.005 3.520 3.962  -0.3094
47 C -1.282 4.008 3.799  -0.4615
48 C -1.772 4.152 2.505  -0.0301
49 C -0.963 3.805 1.428  -0.4736
50 C 0.309 3.323 1.692  -0.2210
51 H 0.433 3.392 4.952  0.3522
52 H -1.888 4.268 4.659  0.3592
53 H -2.775 4.532 2.337  0.3688
54 H -1.315 3.906 0.408  0.3970
55 H 0.977 3.034 0.885  0.4325
56 N -4.137 -5.492 -2.211  -0.5527
57 C -5.055 -5.304 -3.185  -0.2284
58 C -5.127 -4.161 -3.965  -0.3578
59 C -4.203 -3.147 -3.734  -0.2527
60 C -3.247 -3.311 -2.737  -0.2761
61 C -3.253 -4.491 -2.011  -0.3154
62 H -5.755 -6.122 -3.325  0.3422
63 H -5.884 -4.064 -4.735  0.3508
64 H -4.229 -2.236 -4.325  0.4054
65 H -2.514 -2.539 -2.532  0.4456
66 H -2.524 -4.668 -1.225  0.4526
67 N -5.100 3.512 1.510  -0.3634
68 C -5.916 4.288 0.763  -0.1643
69 C -7.281 4.399 0.977  -0.4584
70 C -7.846 3.668 2.016  -0.1188
71 C -7.031 2.859 2.802  -0.4994
72 C -5.677 2.816 2.513  -0.1299
73 H -5.429 4.835 -0.038  0.3444
74 H -7.888 5.039 0.348  0.3473
75 H -8.912 3.729 2.214  0.3475
76 H -7.441 2.276 3.619  0.3494
77 H -4.999 2.202 3.099  0.3630

=====

(3)
Molecular formula: C7H10ClN3O5S
Method: DFT, ωB97M-V with the def2-TZVPD basis set

Results
total charge = 0
molar mass = 283.69 g mol⁻¹
LUMO = -1.59 eV
F_max = 9.02 eV/Å
ΔE to the lowest compared entry with this formula, charge and spin = 130.1 kcal per mole
HOMO energy = -8.57 eV

Each line ends with the Mulliken charge.
Positions of all 27 atoms, in Å:
1 O -3.654 3.991 2.713  -0.5849
2 C -2.424 3.814 2.379  0.3577
3 O -1.397 4.448 3.055  -0.6116
4 N -2.187 2.844 1.260  0.6073
5 C -2.814 2.806 -0.037  -0.0434
6 N -2.223 1.619 -0.681  0.0259
7 Cl -2.579 1.012 -2.250  0.0717
8 C -1.295 1.077 0.336  -0.0394
9 C -0.441 -0.254 0.120  -0.4652
10 C 1.153 -0.057 0.220  -0.3095
11 C 1.765 -1.485 0.734  -0.8112
12 C 1.343 -2.735 -0.184  -0.5008
13 S 2.105 -2.767 -1.874  1.1420
14 O 3.547 -3.253 -1.848  -0.6077
15 O 1.312 -3.803 -2.667  -0.6234
16 O 1.971 -1.330 -2.726  -0.4904
17 N -1.278 1.847 1.546  -0.5154
18 H -3.606 3.523 -0.433  0.3810
19 H -0.745 -0.980 0.975  0.3457
20 H -0.691 -0.753 -0.884  0.2573
21 H 1.479 0.711 1.024  0.3714
22 H 1.657 0.276 -0.754  0.2420
23 H 1.274 -1.655 1.772  0.3675
24 H 2.907 -1.419 0.916  0.3325
25 H 0.218 -2.884 -0.317  0.3302
26 H 1.728 -3.689 0.356  0.3957
27 H 2.874 -0.904 -2.751  0.3749

=====

(4)
Molecular formula: C2H6NOPS
Method: DFT, ωB97M-V with the def2-TZVPD basis set

Results
total charge = 0
molar mass = 123.12 g mol⁻¹
LUMO = -0.09 eV
F_max = 4.15 eV/Å
ΔE to the lowest compared entry with this formula, charge and spin = 0.0 kcal per mole
HOMO energy = -9.54 eV
structure (SMILES) = C1COP=N1.S

Each line ends with the Mulliken charge.
Positions of all 12 atoms, in Å:
1 C 0.966 -1.423 -0.118  -0.4428
2 C 2.194 -0.477 -0.330  -0.1604
3 O 1.679 0.728 -0.781  -0.3904
4 P 0.007 0.767 -0.923  0.2920
5 N -0.240 -0.719 -0.382  -0.2443
6 H 1.042 -2.318 -0.672  0.2854
7 H 0.924 -1.636 1.026  0.1982
8 H 2.822 -0.342 0.496  0.2881
9 H 2.772 -0.892 -1.199  0.1919
10 S -4.590 -0.379 0.144  -0.3160
11 H -4.551 -1.677 -0.260  0.1469
12 H -3.232 -0.280 0.425  0.1512

=====

(5)
Molecular formula: C2H2Cl2OS
Method: DFT, ωB97M-V with the def2-TZVPD basis set

Results
total charge = 0
molar mass = 145.01 g mol⁻¹
LUMO (spin up / spin down) = -1.51 / -2.05 eV
F_max = 5.46 eV/Å
ΔE to the lowest compared entry with this formula, charge and spin = 183.5 kcal per mole
HOMO energy (spin up / spin down) = -9.00 / -8.51 eV

Each line ends with the Mulliken charge.
Positions of all 8 atoms, in Å:
1 C 0.708 0.015 0.495  -0.2950
2 C -1.359 0.723 -0.448  -0.1048
3 O 2.867 -1.275 0.296  -0.5043
4 S 2.192 -0.223 -0.506  0.5159
5 Cl -2.654 0.186 0.211  0.0139
6 Cl 3.013 1.574 0.172  -0.1845
7 H 0.304 -0.973 0.755  0.2936
8 H -1.602 1.650 -1.055  0.2651

=====

(6)
Molecular formula: CHNOS2
Method: DFT, ωB97M-V with the def2-TZVPD basis set

Results
total charge = 0
molar mass = 107.16 g mol⁻¹
LUMO (spin up / spin down) = -2.49 / -2.49 eV
F_max = 3.61 eV/Å
ΔE to the lowest compared entry with this formula, charge and spin = 23.1 kcal per mole
HOMO energy (spin up / spin down) = -10.22 / -10.22 eV

Each line ends with the Mulliken charge.
Positions of all 6 atoms, in Å:
1 C -1.247 0.933 0.116  0.6133
2 N -1.111 1.725 0.950  -0.4469
3 O -1.394 -0.016 -0.640  -0.5175
4 S 1.609 -0.434 0.335  -0.0333
5 S -0.028 -1.497 0.083  0.1663
6 H 2.171 -0.710 -0.845  0.2182

=====

(7)
Molecular formula: CH2P2S3
Method: DFT, ωB97M-V with the def2-TZVPD basis set

Results
total charge = 0
molar mass = 172.18 g mol⁻¹
LUMO (spin up / spin down) = -1.07 / -2.15 eV
F_max = 2.97 eV/Å
ΔE to the lowest compared entry with this formula, charge and spin = 54.8 kcal per mole
HOMO energy (spin up / spin down) = -8.80 / -7.77 eV

Each line ends with the Mulliken charge.
Positions of all 8 atoms, in Å:
1 C -1.192 0.191 0.056  -0.6872
2 P 0.462 -0.050 0.810  0.1625
3 P -1.547 -1.698 -0.423  0.0959
4 S 0.429 -2.126 0.134  -0.1667
5 S 1.690 1.136 -0.594  -0.0040
6 S 3.595 1.244 -0.025  -0.1345
7 H -1.964 0.276 0.757  0.3656
8 H -1.473 1.026 -0.715  0.3685

=====

(8)
Molecular formula: C5H14N2O
Method: DFT, ωB97M-V with the def2-TZVPD basis set

Results
total charge = 0
molar mass = 118.18 g mol⁻¹
LUMO = 0.79 eV
F_max = 1.67 eV/Å
ΔE to the lowest compared entry with this formula, charge and spin = 48.3 kcal per mole
HOMO energy = -8.43 eV
structure (SMILES) = CNC[C@@](C)(N)CO

Each line ends with the Mulliken charge.
Positions of all 22 atoms, in Å:
1 C -2.527 -0.391 -0.296  -0.7219
2 N -1.517 -0.679 -1.291  -0.3085
3 C -0.051 -0.626 -0.882  -1.3084
4 C 0.443 0.135 0.374  1.6546
5 C 0.273 1.653 0.253  -1.5966
6 N -0.185 -0.322 1.612  -0.6316
7 C 2.032 -0.201 0.431  -1.1127
8 O 2.735 0.119 -0.761  -0.5470
9 H -2.445 -1.037 0.582  0.2493
10 H -2.536 0.661 0.003  0.2131
11 H -3.517 -0.593 -0.723  0.3217
12 H -1.668 -0.086 -2.106  0.2642
13 H 0.234 -1.681 -0.797  0.3516
14 H 0.454 -0.223 -1.767  0.4663
15 H -0.777 1.953 0.296  0.2862
16 H 0.687 2.019 -0.691  0.3307
17 H 0.791 2.174 1.067  0.4104
18 H 0.313 0.016 2.432  0.2642
19 H -0.240 -1.338 1.639  0.2792
20 H 2.213 -1.254 0.678  0.3963
21 H 2.477 0.395 1.236  0.4039
22 H 2.811 -0.694 -1.287  0.3350